# 1
Here is a structure of composition C3H10N2O3 from OMol25. Energies are from wB97M-V/def2-TZVPD.

```
! RIJCOSX wB97M-V def2-TZVPD def2/J DEFGRID3
* xyz 0 1
C 0.2432 -0.5208 -0.1711
C 0.5613 0.2921 -2.1005
C -0.5470 0.2605 2.1741
N -0.2189 0.7732 -0.4920
N 0.2340 -0.8139 1.6550
O -1.6159 0.6897 -0.6390
O 1.6027 -0.5652 2.0853
O -0.4564 0.0760 -2.9846
H -1.8837 1.5929 -0.8462
H 1.8938 -1.4349 2.3818
H -0.7863 -0.8275 -2.9039
H -0.4251 -1.3495 -0.3853
H 1.3147 -0.6769 -0.1619
H 0.9865 1.2742 -2.2756
H 1.3803 -0.4240 -2.2042
H -0.3688 1.1973 1.5853
H -1.6018 0.0022 2.0578
H -0.3126 0.4546 3.2250
*
```

E_HOMO: -0.2924 Ha
ΔE to the lowest compared entry with this formula, charge and spin: 181.0 kcal per mole
Largest force on an atom: 6.0 eV/Å
M: 122.12 Da
HOMO-LUMO gap: 8.57 eV
LUMO level: 0.61 eV



# 2
Here is a cluster of 12 separate species, C59H107F21N8O15 in total from OMol25. Energies are from wB97M-V/def2-TZVPD.

```
! RIJCOSX wB97M-V def2-TZVPD def2/J DEFGRID3
* xyz -2 1
C 3.8682 2.2904 -0.8261
C 4.9165 2.0926 -1.9165
C 4.4927 2.9929 -3.1344
O 3.6992 2.2492 -4.0052
C 3.2216 3.1284 -5.0703
N 6.2218 2.6107 -1.4940
H 6.0643 3.4026 -0.8992
H 7.0641 1.5853 0.1398
H 6.7838 2.9053 -2.2585
H 4.2595 1.8510 0.1079
H 2.9764 1.7399 -1.1297
H 3.6348 3.3446 -0.6625
H 5.0344 1.0728 -2.2916
H 5.3997 3.2670 -3.6666
H 4.0987 3.9075 -2.6808
H 2.6888 2.5604 -5.7952
H 4.1315 3.5705 -5.5278
H 2.5714 3.8941 -4.6683
C -0.7745 5.3871 -6.6298
C -0.9054 4.0702 -5.9563
N -0.6650 4.0710 -4.4810
C -0.6201 2.8794 -3.7843
C -0.4365 3.1621 -2.5007
N -0.1835 4.5430 -2.4772
C -0.3236 5.0554 -3.6725
C 0.1202 5.2772 -1.1735
H -1.5818 6.0621 -6.2632
H -0.8432 5.3114 -7.7067
H 0.1280 5.9218 -6.3417
H -0.1348 3.3755 -6.3647
H -1.8980 3.6837 -5.9823
H -0.7729 1.9469 -4.3054
H -0.4794 2.7011 -1.5155
H -0.1680 6.0733 -3.9977
H 0.4306 6.2583 -1.5682
H 0.9682 4.8411 -0.5868
H -0.7356 5.3394 -0.4979
C 4.7410 0.1168 -7.1513
C 5.3051 0.4540 -5.7977
N 4.8947 -0.5229 -4.7628
C 3.5749 -0.7979 -4.4665
C 3.5421 -1.9106 -3.7230
N 4.9170 -2.3408 -3.6151
C 5.6476 -1.4265 -4.1750
C 5.4799 -3.4453 -2.7252
H 3.6712 0.1583 -7.1505
H 5.0569 -0.8564 -7.4921
H 5.0530 0.9246 -7.8170
H 4.9251 1.4554 -5.5430
H 6.3867 0.5416 -5.7904
H 2.7658 -0.1238 -4.7388
H 2.7716 -2.4675 -3.1924
H 6.7236 -1.4092 -4.2750
H 4.6406 -4.0684 -2.3932
H 6.0008 -2.9506 -1.8895
H 6.2244 -4.0571 -3.2559
C 0.7031 -0.3401 -2.1114
C 0.5488 -1.7945 -1.5325
N -0.5039 -1.9205 -0.4418
C -0.8869 -3.1930 0.0199
C -1.4932 -2.9505 1.2115
N -1.4961 -1.6161 1.4093
C -0.8510 -0.9979 0.4185
C -2.1864 -1.0530 2.6117
H 1.0757 0.3524 -1.3617
H -0.2145 0.0765 -2.5321
H 1.4451 -0.3918 -2.8976
H 1.4828 -2.1068 -1.0393
H 0.3109 -2.5258 -2.3462
H -0.6854 -4.0374 -0.5532
H -1.9040 -3.5979 1.9856
H -0.7182 0.0842 0.2764
H -3.1853 -1.4341 2.7177
H -2.2583 0.0342 2.4788
H -1.5545 -1.2228 3.4979
C -2.1897 3.0437 10.6184
C -2.6498 3.1535 9.2056
C -2.8745 1.7520 8.5818
N -3.3010 1.8514 7.1770
C -4.5393 2.6648 7.1001
C -4.9778 2.8861 5.6631
C -3.9205 3.4175 4.7111
C -2.6083 2.6518 4.8519
C -2.2411 2.5634 6.3392
C -3.5294 0.4287 6.6894
H -2.0506 4.0011 11.1528
H -1.1697 2.6120 10.6506
H -2.8536 2.4280 11.2970
H -1.8451 3.6545 8.6290
H -3.5605 3.7317 9.1245
H -3.5745 1.1882 9.2058
H -1.8928 1.2848 8.5837
H -4.3556 3.6623 7.4935
H -5.3392 2.2444 7.6821
H -5.8683 3.5012 5.6909
H -5.3127 1.9164 5.2989
H -3.7084 4.5032 4.8951
H -4.2716 3.3702 3.6942
H -1.8432 3.1177 4.2549
H -2.6774 1.6308 4.5421
H -2.1545 3.5745 6.7162
H -1.2747 2.0494 6.4035
H -4.2101 -0.0548 7.3763
H -2.5949 -0.1224 6.6943
H -4.0232 0.5237 5.7474
C -5.4121 -4.9988 -1.2496
O -4.4587 -5.3856 -0.1405
O -6.6272 -5.3303 -1.2385
C -5.2092 -3.4241 -1.1326
F -3.9021 -3.0727 -1.1329
F -5.8195 -2.8623 -2.2398
F -5.7126 -2.9636 0.0337
C -3.3564 -6.1642 -0.5626
C -2.5989 -6.7062 0.6288
H -1.6198 -6.9972 0.2450
H -2.4609 -5.9756 1.4221
H -3.0709 -7.6348 1.0004
H -2.7552 -5.5550 -1.2743
H -3.7295 -6.9836 -1.2277
H -4.7393 -5.1915 -2.1840
C -0.7238 -4.2651 4.4633
O -1.7343 -5.1869 4.0721
O -0.4061 -4.0939 5.7538
C 0.5687 -4.5270 3.6578
F 0.2964 -4.9773 2.4286
F 1.1861 -3.3526 3.6190
F 1.5080 -5.4980 4.1925
C -1.7423 -6.5298 4.6390
C -3.0988 -7.1799 4.4624
H -3.2085 -7.9395 5.2082
H -3.9026 -6.4559 4.6158
H -3.1611 -7.6209 3.4628
H -1.3632 -6.4077 5.6761
H -0.9469 -7.0904 4.0959
H -1.2673 -3.4806 3.9096
C 6.9585 -0.1093 0.3388
O 5.6074 -0.3570 0.7087
O 7.4601 1.0646 0.8794
C 7.7570 -1.2866 1.0898
F 7.6158 -1.4396 2.3871
F 7.4583 -2.3089 0.3619
F 9.1078 -1.0741 0.9513
C 4.7322 -1.5129 0.4952
C 3.4990 -1.1024 1.2468
H 2.9950 -0.3735 0.6170
H 2.7768 -1.9143 1.4395
H 3.8299 -0.6567 2.2167
H 5.2183 -2.4004 0.9415
H 4.5255 -1.6715 -0.5700
H 7.0989 -0.2568 -0.6584
C -6.7915 1.1070 3.1804
O -7.0227 1.3911 1.7465
O -7.5834 0.3807 3.8180
C -5.3361 0.3570 3.0222
F -5.1686 -0.6049 2.0469
F -4.3150 1.2709 2.6592
F -5.0496 -0.2009 4.2264
C -8.3911 1.1302 1.4373
C -8.5765 1.4531 0.0094
H -7.7196 1.1291 -0.5817
H -9.4665 0.9385 -0.3613
H -8.7456 2.5110 -0.1414
H -9.1109 1.6580 2.0968
H -8.6513 0.0753 1.6338
H -6.4390 2.2295 3.5984
C 2.8233 -4.6058 -1.1697
O 4.0192 -5.3403 -0.9338
O 2.9275 -3.6700 -1.9866
C 1.8761 -5.6807 -1.4977
F 0.7806 -5.1395 -1.9609
F 2.3176 -6.5126 -2.5743
F 1.4940 -6.5254 -0.5112
C 4.7844 -4.9897 0.1814
C 6.0817 -5.8217 0.3506
H 6.3906 -5.4284 1.3241
H 5.9296 -6.8938 0.4229
H 6.8291 -5.5821 -0.4189
H 4.2641 -5.0874 1.1558
H 5.2058 -3.9685 0.2137
H 2.5217 -4.3694 -0.1317
C 0.6829 0.8770 -6.6084
O 0.7954 2.1860 -7.5346
O 1.1667 0.9919 -5.4614
C -0.8541 0.5373 -6.8138
F -1.7145 1.5457 -6.2663
F -1.1873 0.4906 -8.0982
F -1.1971 -0.5267 -6.1841
C 1.2169 2.0991 -8.8728
C 2.3690 3.0147 -9.1563
H 2.0631 4.0499 -9.2249
H 3.1049 2.9890 -8.3333
H 2.8392 2.7198 -10.1198
H 0.3475 2.2706 -9.5001
H 1.5915 1.0665 -9.0496
H 1.0929 0.0571 -7.3550
C -0.9206 3.0390 1.2528
O -1.3936 4.3520 1.0839
O -0.7267 2.3161 0.1518
C 0.2734 3.0032 2.1976
F 0.5052 1.7744 2.6070
F 1.4674 3.4547 1.5104
F 0.1902 3.8881 3.2297
C -2.7765 4.6872 1.3796
C -3.0396 6.1653 1.3223
H -3.2397 6.3920 0.2868
H -3.9816 6.3849 1.8644
H -2.2215 6.7910 1.7351
H -3.1011 4.3556 2.3682
H -3.4137 4.0590 0.7381
H -1.7799 2.7163 2.0034
*
```

E_HOMO: -0.0635 Ha
Largest force on an atom: 7.2 eV/Å
M: 1567.50 Da
HOMO-LUMO gap: 4.13 eV
LUMO level: 2.40 eV



# 3
Here is a structure of composition C46H41Cl5IrN5OP from OMol25. Energies are from wB97M-V/def2-TZVPD.

```
! RIJCOSX wB97M-V def2-TZVPD def2/J DEFGRID3
* xyz 0 2
Ir 0.2022 0.0126 -1.0667
C -0.4659 -3.1009 -3.8262
C 0.6041 -2.0434 -4.0893
C 0.0404 -0.6443 -4.3088
N -0.0740 0.2914 -3.1760
C -0.3791 1.5333 -3.5235
C -0.6768 1.9151 -4.8608
C -1.1445 3.1003 -5.3920
C -1.4053 4.3325 -4.8080
C -1.1060 4.6644 -3.5033
C -0.5287 3.8953 -2.5068
C -0.1829 2.5355 -2.4578
N 0.4295 2.0120 -1.4054
C 1.1102 2.8313 -0.4302
C 2.4184 2.1517 0.0034
C 2.9810 1.1702 -1.0253
N 2.1841 -0.0494 -1.0729
C 2.7167 -1.2503 -1.0929
C 4.0821 -1.4681 -1.4107
C 4.8906 -2.5669 -1.2140
C 4.6067 -3.7883 -0.6144
C 3.3577 -4.1919 -0.1792
C 2.1206 -3.5795 -0.3074
C 1.7425 -2.3403 -0.8675
N 0.4835 -2.0140 -1.1276
C -0.5197 -3.0557 -1.2905
C -1.3054 -2.8659 -2.5792
H -0.0070 -4.0946 -3.7932
H -1.1343 -3.1043 -4.6937
H 1.1175 -2.3105 -5.0170
H 1.3774 -2.0281 -3.3263
H -0.9414 -0.7319 -4.7910
H 0.7041 -0.1688 -5.0383
H -0.5696 1.1432 -5.6035
H -1.3444 3.0493 -6.4580
H -1.8421 5.0963 -5.4375
H -1.3476 5.6782 -3.2012
H -0.3932 4.4173 -1.5690
H 0.4693 3.0360 0.4331
H 1.3648 3.7861 -0.8978
H 2.2821 1.5966 0.9306
H 3.1744 2.9167 0.1938
H 3.9909 0.9049 -0.7105
H 3.0415 1.6257 -2.0196
H 4.5612 -0.6278 -1.8955
H 5.9114 -2.4382 -1.5594
H 5.4280 -4.4806 -0.4838
H 3.3244 -5.1544 0.3211
H 1.2989 -4.1361 0.1235
H -1.1838 -3.0902 -0.4269
H -0.0069 -4.0177 -1.3629
H -1.7406 -1.8644 -2.5960
H -2.1459 -3.5614 -2.5666
Cl -7.5400 1.2395 0.1984
C -5.8983 0.7742 -0.0468
C -4.8620 1.6823 0.1442
Cl -5.2299 3.2823 0.6778
C -3.5426 1.3109 -0.0676
Cl -2.2920 2.4364 0.2857
C -3.1563 0.0191 -0.5187
O -1.9445 -0.3611 -0.7117
C -4.2429 -0.8931 -0.6209
Cl -3.8987 -2.5486 -0.9802
C -5.5666 -0.5251 -0.4127
Cl -6.8275 -1.6896 -0.5936
N 0.2264 0.0668 0.8404
P 0.1920 0.1484 2.3770
C -0.4692 1.7345 2.9406
C 0.3487 2.8553 3.0702
C -0.2082 4.0957 3.3427
C -1.5843 4.2238 3.4782
C -2.4039 3.1123 3.3444
C -1.8489 1.8706 3.0769
C -0.8713 -1.1249 3.0913
C -0.8992 -1.3551 4.4654
C -1.7414 -2.3241 4.9840
C -2.5516 -3.0662 4.1313
C -2.5271 -2.8340 2.7647
C -1.6878 -1.8591 2.2392
C 1.7954 -0.0748 3.2140
C 2.6998 -0.9188 2.5720
C 3.9386 -1.1838 3.1333
C 4.2858 -0.6013 4.3454
C 3.3902 0.2370 4.9941
C 2.1472 0.4985 4.4329
H 1.4222 2.7622 2.9528
H 0.4314 4.9632 3.4436
H -2.0188 5.1936 3.6836
H -3.4774 3.2125 3.4362
H -2.4927 1.0072 2.9557
H -0.2636 -0.7823 5.1304
H -1.7677 -2.5030 6.0511
H -3.2095 -3.8234 4.5385
H -3.1725 -3.3965 2.1027
H -1.6821 -1.6317 1.1779
H 2.4291 -1.3648 1.6223
H 4.6302 -1.8414 2.6214
H 5.2549 -0.8003 4.7849
H 3.6593 0.6919 5.9388
H 1.4566 1.1565 4.9465
*
```

E_HOMO (alpha / beta): -0.2587 / -0.2520 Ha
ΔE to the lowest compared entry with this formula, charge and spin: 7.2 kcal per mole
Largest force on an atom: 1.3 eV/Å
M: 1080.32 Da
HOMO-LUMO gap (alpha / beta): 7.14 / 5.24 eV
LUMO level (alpha / beta): 0.10 / -1.62 eV